# C47H58CaClFN10O6P

A structure of composition C47H58CaClFN10O6P at a distorted geometry (ωB97M-V/def2-TZVPD, the OMol25 dataset).

Structure (XYZ):
```
125
Properties=species:S:1:pos:R:3:forces:R:3:lowdin_charge:R:1
Ca 1.1764 -0.0780 0.8046 -0.066 -1.419 -0.083 1.3645
C 0.8645 0.0472 5.3278 0.156 -0.053 0.081 -0.0111
C 0.6013 0.0407 3.9530 -0.152 -0.011 0.266 -0.1047
N 1.5437 0.0150 3.0382 0.127 0.205 1.053 -0.0019
C 2.8278 0.0014 3.4243 0.333 0.012 0.952 -0.1593
C 3.2032 0.0017 4.7917 -0.295 0.069 -0.558 -0.1338
C 2.1735 0.0244 5.7510 -0.188 -0.067 -0.268 0.0243
C 4.5849 0.0319 5.1413 0.466 0.038 -0.179 -0.0002
C 5.5435 0.1370 4.1889 -0.221 0.057 0.426 0.0046
C 5.2023 0.1813 2.8053 -0.459 -0.069 -0.352 -0.1203
C 6.1570 0.3719 1.7902 -0.263 -0.002 -0.126 0.0334
C 5.7459 0.3587 0.4785 0.011 -0.094 0.100 -0.0056
C 4.4007 0.1002 0.1978 0.371 0.169 -0.010 -0.1500
N 3.4821 -0.0608 1.1254 0.879 -0.031 -0.064 0.0014
C 3.8485 0.0338 2.4112 0.913 -0.017 0.402 -0.1466
H 0.0461 0.0832 6.0290 -0.078 0.005 0.078 0.1187
H -0.4156 0.0615 3.5830 -0.110 0.028 0.069 0.0953
H 2.4174 0.0362 6.8035 0.033 0.022 0.084 0.1316
H 4.8538 0.0088 6.1853 0.045 0.007 0.148 0.1270
H 6.5849 0.2060 4.4632 0.110 0.011 0.058 0.1280
H 7.1918 0.5510 2.0461 0.063 -0.037 0.043 0.1327
H 6.4402 0.5344 -0.3282 0.056 -0.013 -0.050 0.1187
H 4.0603 0.0400 -0.8299 0.024 0.059 -0.012 0.1145
F 1.5547 -2.4631 -6.0815 -0.056 0.100 -0.082 0.0698
C 1.5806 -1.1879 -5.6376 0.069 -0.181 0.408 -0.1775
C 1.5944 -1.0111 -4.2835 -0.003 0.131 -0.324 0.0792
C 1.5959 0.2715 -3.7153 -0.064 0.087 -0.105 -0.0406
C 1.6295 0.4611 -2.2815 0.038 0.845 -0.892 -0.2642
O 1.6875 -0.5080 -1.4558 0.096 -0.169 -0.072 -0.1436
C 1.6241 1.8150 -1.8564 0.035 -0.464 0.489 -0.0059
C 1.5420 2.8328 -2.7562 0.087 -0.158 0.057 0.0752
N 1.4801 2.6444 -4.0908 -0.173 0.144 0.424 0.0167
C 1.3942 3.8008 -4.9474 0.130 0.428 -0.325 -0.2546
C 0.4399 4.9033 -4.5973 0.004 -0.013 -0.016 -0.0650
C 0.1673 4.0313 -5.7834 -0.020 -0.036 0.011 -0.0856
C 1.5394 1.3761 -4.6016 -0.031 -0.698 0.114 -0.1037
C 1.5554 1.1602 -5.9876 -0.063 -0.127 -0.140 0.0753
C 1.5852 -0.1078 -6.5537 0.046 0.248 0.638 -0.1250
N 1.6535 -0.2780 -7.9263 0.184 -0.127 -0.357 -0.0846
C 0.9594 0.5908 -8.8518 -0.121 0.076 -0.101 -0.1133
C 1.9232 1.0122 -9.9746 -0.662 0.655 0.280 -0.0684
N 2.8972 -0.0888 -10.2236 0.484 0.081 -0.154 0.0656
C 2.2502 -1.4054 -10.0140 -0.296 -0.707 0.151 -0.0812
C 1.9347 -1.5768 -8.5227 0.065 -0.321 0.085 -0.1217
C 1.6962 2.0403 -0.3380 0.557 1.573 -1.742 -0.6903
O 2.7579 2.3914 0.1435 0.328 0.182 0.160 0.0918
O 0.6362 1.7368 0.2551 -1.845 2.963 -0.429 -0.1871
H 1.5541 -1.8860 -3.6522 -0.005 -0.037 0.000 0.1251
H 1.5238 3.8609 -2.4268 0.035 0.064 -0.028 0.1637
H 2.3568 4.0815 -5.3612 -0.056 0.027 -0.022 0.1624
H 0.7625 5.9222 -4.7479 0.084 -0.011 -0.065 0.1199
H -0.1981 4.7718 -3.7367 -0.049 -0.080 0.052 0.1153
H 0.2973 4.4361 -6.7759 0.071 0.075 -0.030 0.1108
H -0.6403 3.3197 -5.6984 -0.053 -0.071 0.095 0.1174
H 1.5445 2.0225 -6.6306 0.075 0.093 -0.073 0.1052
H 0.5732 1.4731 -8.3485 0.027 -0.004 -0.088 0.1269
H 0.0952 0.0664 -9.2778 0.003 0.065 0.039 0.1431
H 2.4770 1.9100 -9.7017 0.092 -0.102 -0.081 0.1412
H 1.3644 1.2081 -10.8908 0.170 -0.067 -0.022 0.1469
H 3.6786 -0.0029 -9.5619 -0.115 0.019 -0.228 0.1953
H 3.2794 -0.0126 -11.1736 0.003 -0.020 0.240 0.1997
H 2.9149 -2.2038 -10.3436 -0.015 0.129 -0.064 0.1489
H 1.3467 -1.4368 -10.6246 0.140 0.103 -0.036 0.1452
H 2.7946 -2.0194 -8.0159 -0.086 0.012 -0.084 0.1372
H 1.0950 -2.2768 -8.4312 0.125 0.045 -0.073 0.1438
C -3.0337 1.2503 4.0933 -0.160 0.090 -0.083 -0.0296
C -4.2553 1.9665 3.5087 -0.071 0.059 -0.046 -0.4856
C -5.1274 2.4204 4.6864 0.094 -0.128 -0.208 -0.0238
C -3.8012 3.2427 2.7830 -0.140 -0.203 0.135 -0.0364
C -5.0745 1.0580 2.5179 0.544 -0.441 0.087 -0.4318
O -6.2791 1.7044 2.1628 -0.192 0.097 -0.159 0.0124
C -5.3368 -0.3886 2.9911 -0.162 0.265 -0.013 -0.1146
C -6.3068 -0.6131 4.1705 0.064 -0.062 -0.102 -0.1160
C -5.6242 -1.2599 5.3471 -0.113 0.080 0.084 -0.2377
C -4.9044 -2.4368 5.1535 -0.005 0.100 0.107 -0.0448
C -4.2326 -3.0408 6.1987 0.042 -0.018 0.072 -0.1084
C -4.2790 -2.4708 7.4624 -0.114 0.124 -0.112 -0.6782
Cl -3.4057 -3.2064 8.7644 0.038 -0.032 0.064 0.6744
C -5.0294 -1.3285 7.6861 0.107 -0.106 0.104 -0.0888
C -5.6999 -0.7322 6.6302 0.010 -0.113 -0.128 -0.0352
C -4.3901 0.9296 1.1179 -1.171 0.449 0.253 -0.0455
N -3.1827 0.1604 1.0505 1.049 0.229 -0.174 -0.0887
C -1.9310 0.5875 0.8618 -0.217 -0.084 -0.076 -0.1326
N -1.1071 -0.4479 0.8077 -0.543 0.127 0.030 -0.0297
C -1.9290 -1.5106 0.9657 -0.254 0.236 0.075 -0.1841
N -3.1825 -1.1704 1.1145 -0.496 -0.940 -0.060 0.1362
H -2.4597 1.9651 4.6798 0.099 0.080 0.095 0.0966
H -2.3837 0.8610 3.3127 0.064 -0.095 0.000 0.0460
H -3.3337 0.4386 4.7527 0.021 -0.153 0.067 0.0851
H -4.5761 3.1475 5.2774 0.053 0.072 0.085 0.0953
H -5.3739 1.5927 5.3398 -0.092 -0.074 0.128 0.0555
H -6.0338 2.9044 4.3351 -0.137 0.078 0.043 0.0970
H -3.4928 3.9850 3.5150 0.080 0.075 0.031 0.0912
H -4.6301 3.6579 2.2141 -0.009 0.113 -0.102 0.0974
H -2.9549 3.0630 2.1233 0.096 0.034 -0.130 0.0668
H -6.9533 1.5373 2.8310 0.066 0.013 -0.030 0.1013
H -4.3792 -0.8493 3.2245 -0.065 -0.041 -0.048 0.0832
H -5.7354 -0.9202 2.1261 0.105 -0.002 -0.032 0.1205
H -7.1021 -1.2817 3.8337 -0.050 0.089 0.024 0.1306
H -6.7889 0.3125 4.4807 -0.098 -0.012 0.092 0.1010
H -4.8835 -2.8976 4.1754 0.030 -0.029 -0.094 0.1205
H -3.6902 -3.9599 6.0435 0.064 -0.117 0.018 0.0994
H -5.0969 -0.9110 8.6776 0.027 0.027 0.129 0.1111
H -6.3036 0.1443 6.8237 -0.005 0.070 -0.020 0.1179
H -4.1962 1.9249 0.7254 0.082 -0.090 -0.076 0.1302
H -5.1336 0.4487 0.4777 0.167 0.073 0.005 0.1475
H -1.6266 1.6095 0.7610 -0.075 0.257 -0.016 0.1274
H -1.5997 -2.5304 0.9442 0.055 -0.213 0.027 0.1106
N 1.2931 -3.8150 3.5645 -0.708 -0.119 0.190 0.1383
C 2.6277 -3.6974 2.9426 0.420 0.151 -1.193 -0.1483
P 2.0237 -3.3413 1.1864 1.469 -0.453 0.534 0.4163
O 1.2963 -4.5433 0.7346 -0.055 -0.464 -0.208 -0.2867
O 1.2469 -2.0740 1.3072 0.077 -2.018 0.477 -0.4772
C 3.4806 -3.1051 0.0324 -0.271 -0.276 0.978 -0.1661
N 2.7627 -2.8965 -1.2436 -0.496 0.278 -0.454 0.1125
H 0.7885 -4.5478 3.0320 -0.045 0.113 0.331 0.1609
H 0.7951 -2.9275 3.3719 -0.029 -0.225 0.323 0.1415
H 1.2874 -4.0344 4.5656 -0.005 0.072 -0.169 0.1844
H 3.1574 -4.6440 3.0070 -0.074 -0.060 0.046 0.1163
H 3.2081 -2.9059 3.4110 -0.130 0.105 0.009 0.1002
H 4.0686 -4.0223 -0.0151 -0.131 -0.007 -0.018 0.1176
H 4.1310 -2.2666 0.2688 -0.165 -0.048 -0.084 0.0760
H 2.3557 -1.8809 -1.3395 0.287 -0.607 -0.240 0.0910
H 1.9475 -3.5358 -1.2082 0.233 0.012 -0.421 0.1409
H 3.3336 -3.1192 -2.0637 -0.153 0.046 0.188 0.1679
```
Forces are in eV/Å.

Properties
- Frontier orbital gap: 6.255 eV
- Molar mass: 984.55 g/mol
- Net charge: +3
- Relative energy (zero: lowest compared OMol25 entry of this formula, charge and spin): 315.91 kJ/mol
- Calculated total energy: -119817.97553 eV
- Highest occupied orbital energy: -13.06 eV